No. 1
The following is a quantum chemistry calculation of C40H30ClN17O4Ti as an isolated structure, from the Open Molecules 2025 dataset.

Values from the calculation:
- LUMO (eV) = -1.1

```
93
Properties=species:S:1:pos:R:3:forces:R:3:mulliken_charge:R:1
Ti -0.339 -0.620 0.050 -0.5 -0.4 0.7 -0.492
Cl -3.347 -0.650 -5.381 0.0 0.0 0.1 -0.148
O -1.251 -2.769 -6.240 0.0 0.0 0.0 -0.594
O 0.659 -3.094 -5.170 0.0 0.0 -0.1 -0.576
O 0.988 -1.086 -1.201 0.2 -0.2 -0.4 0.595
O 1.888 -2.124 -2.968 0.1 0.0 0.1 -0.872
N -2.744 -1.543 -1.223 -0.2 0.1 0.2 0.059
N -2.030 -1.213 1.823 -0.2 0.1 0.1 0.843
N -0.434 1.370 -0.119 0.2 0.5 0.0 1.318
N 1.111 -3.117 0.763 0.0 0.2 0.1 0.344
N -0.790 0.051 -2.644 0.1 0.0 0.0 -0.018
N -2.206 -0.301 2.796 0.1 0.0 0.0 0.005
N -0.147 -2.769 0.393 -0.1 -0.4 -0.1 -0.154
N -1.932 0.216 -3.312 -0.1 -0.1 0.0 0.376
N -2.275 -0.435 -0.657 -0.2 -0.1 -0.3 1.398
N -3.738 -1.361 -1.968 0.1 0.1 -0.1 -1.410
N 1.115 2.804 -0.500 -0.1 0.1 0.0 -0.924
N -0.051 3.483 -0.553 0.2 0.0 0.0 -0.850
N 3.699 -0.948 0.118 0.2 0.0 0.1 -0.424
N -4.058 0.041 -1.987 -0.1 -0.1 0.1 -0.595
N 0.422 -0.479 1.819 0.8 0.4 -0.3 1.600
N 0.910 1.569 -0.253 0.0 0.3 0.0 0.138
N -2.316 2.835 -0.329 0.0 0.0 0.1 0.124
C 1.426 -1.271 2.400 -0.3 0.0 0.0 1.623
C 1.542 -4.157 0.033 0.1 0.0 -0.1 0.046
C -3.473 2.145 -3.265 0.0 -0.1 0.0 -1.024
C -1.524 4.407 4.112 0.0 0.0 0.0 -1.608
C -5.132 2.891 -1.523 0.1 0.1 -0.1 -0.631
C 6.107 1.666 -3.143 0.0 0.0 0.0 -0.499
C -0.821 -1.367 -4.399 0.0 -0.1 0.1 0.339
C -3.003 0.903 -2.634 0.1 0.0 -0.1 0.555
C -4.409 2.974 -2.795 -0.1 0.0 0.1 -0.818
C 5.127 2.342 -3.858 0.0 0.0 0.0 -0.434
C -0.129 -0.900 -3.247 0.1 0.0 0.0 -0.136
C 2.080 -0.873 3.569 0.1 0.0 0.0 -0.530
C -4.691 2.382 -0.373 0.0 0.0 0.0 -0.904
C -3.043 0.651 -1.143 0.0 0.1 -0.1 0.015
C 4.402 0.630 -1.812 -0.1 0.0 0.1 0.390
C 0.825 1.803 2.654 0.1 0.0 -0.1 0.318
C -0.986 3.103 3.587 0.0 0.0 0.0 0.237
C -0.501 -2.462 -5.354 0.1 0.0 0.0 0.219
C 3.417 1.299 -2.531 0.0 0.0 0.0 0.489
C -1.326 0.810 2.921 -0.1 -0.1 0.0 -0.448
C 3.075 -1.634 4.153 0.0 0.0 0.0 -1.481
C 3.785 2.156 -3.554 0.0 0.0 0.0 -0.971
C 2.747 -3.300 2.508 0.0 0.0 0.1 -0.772
C -1.814 2.001 3.444 0.0 0.1 0.0 -0.198
C -2.989 -2.105 1.981 0.0 0.0 0.0 -0.203
C 4.507 -3.715 4.255 0.0 0.0 0.0 -1.568
C -1.992 -0.636 -4.374 0.0 0.1 -0.1 0.160
C 4.021 -0.239 -0.726 0.0 0.0 -0.2 0.047
C 1.767 -2.534 1.898 -0.1 -0.1 -0.1 0.182
C -3.320 1.805 -0.174 0.0 0.0 -0.1 1.526
C -0.006 0.698 2.494 -0.1 -0.3 0.2 -1.134
C 1.035 -1.420 -2.472 -0.2 0.0 0.0 0.424
C 5.749 0.807 -2.117 0.0 0.0 0.0 -0.759
C 3.442 -2.861 3.622 0.0 0.0 0.0 0.355
C -3.805 -1.777 3.079 0.0 0.0 -0.1 -1.531
C 0.345 2.981 3.192 0.0 0.0 0.0 -0.986
C 0.531 -4.532 -0.823 0.0 0.0 0.0 -1.446
C -3.271 -0.614 3.573 0.0 0.0 0.0 -0.019
C -0.986 2.576 -0.329 -0.1 0.0 0.0 -0.186
C -0.499 -3.637 -0.564 0.0 0.0 0.1 -0.355
H -0.735 4.996 4.578 0.0 0.0 0.0 0.415
H -2.861 2.076 3.715 0.0 0.0 0.0 0.425
H -6.126 3.325 -1.528 0.0 0.0 0.0 0.434
H 0.553 -5.323 -1.552 0.0 0.0 0.0 0.483
H 2.378 1.163 -2.266 0.0 0.0 0.0 0.412
H 2.974 -4.282 2.117 0.0 0.0 0.0 0.446
H -4.657 -2.316 3.453 0.0 0.0 0.0 0.438
H 3.022 2.687 -4.107 0.0 0.0 0.0 0.435
H -5.356 2.359 0.482 0.0 0.0 0.0 0.413
H 3.561 -1.266 5.049 0.0 0.0 0.0 0.357
H -3.540 -0.015 4.425 0.0 0.0 0.0 0.505
H -2.599 3.789 -0.461 0.0 0.0 -0.1 0.413
H 7.152 1.811 -3.383 0.0 0.0 0.0 0.386
H 2.534 -4.555 0.147 0.0 0.0 0.0 0.415
H -4.695 3.799 -3.437 0.0 0.0 0.0 0.439
H 5.160 -3.115 4.888 0.0 0.0 0.0 0.398
H 1.804 0.063 4.029 0.0 0.0 0.0 0.528
H 5.123 -4.202 3.499 0.0 0.0 0.0 0.378
H -3.068 -2.935 1.297 0.0 0.0 0.0 0.462
H 6.502 0.273 -1.553 0.0 0.0 0.0 0.487
H 1.007 3.835 3.271 0.0 0.0 0.0 0.378
H 4.067 -4.496 4.879 0.0 0.0 0.0 0.293
H -3.253 1.372 0.831 0.0 0.0 0.0 -0.361
H 1.193 -2.713 -4.435 0.0 0.0 0.0 0.416
H -1.947 5.002 3.300 0.0 0.0 0.0 0.266
H -1.466 -3.547 -1.029 0.0 0.1 0.0 0.532
H 1.846 1.734 2.301 0.0 0.0 0.0 0.579
H -2.311 4.242 4.848 0.0 0.0 0.0 0.382
H -3.020 2.360 -4.225 0.0 0.0 0.0 0.431
H 5.411 3.022 -4.651 0.0 0.0 0.0 0.385
```
Forces are in eV/Å.

=====

No. 2
The following is a quantum chemistry calculation of C20H26N6O2PtSeSi as an isolated structure, from the Open Molecules 2025 dataset.

Values from the calculation:
- LUMO (spin up / spin down) (eV) = -5.5 / -8.5
- expectation value of S² = 6.03
- charge = +2
- spin multiplicity = 5

```
57
Properties=species:S:1:pos:R:3:forces:R:3:nbo_charge:R:1
Pt -0.179 0.184 0.173 -0.5 0.2 0.8 1.263
Se 0.621 -1.097 -2.294 0.2 0.0 -0.7 0.255
Si 1.075 -1.696 -4.778 -0.2 -0.1 0.7 1.660
O 0.012 -2.973 -0.466 -0.3 0.0 -0.1 -0.637
O -1.485 -1.347 -0.708 0.6 0.2 0.1 -0.755
N -1.536 1.523 -0.478 0.0 0.1 0.1 -0.512
N 1.782 1.700 1.625 0.1 0.2 0.1 -0.247
N 3.286 -2.023 1.693 0.1 0.0 0.0 -0.503
N 0.655 1.785 0.910 -0.3 -0.2 -0.2 -0.316
N 1.577 -0.574 1.095 -0.2 0.1 -0.1 -0.616
N -1.495 -0.362 2.075 0.1 -0.1 -0.1 -0.764
C -0.982 -2.352 -0.065 0.2 -0.5 -0.2 0.796
C -0.037 2.920 0.700 0.1 0.1 0.0 -0.024
C 4.024 -1.045 2.389 0.0 0.1 0.0 0.117
C 2.133 -1.759 1.104 0.0 0.0 0.1 0.340
C 5.408 0.926 3.730 0.0 0.0 0.0 -0.187
C -2.059 3.872 -0.397 0.0 0.0 0.0 -0.196
C -3.182 3.639 -1.140 0.0 0.0 0.0 -0.137
C 0.728 -3.502 -4.715 0.0 0.0 -0.2 -1.174
C -2.403 -1.508 1.813 -0.1 -0.1 0.0 -0.229
C 2.264 0.518 1.716 0.0 0.0 -0.1 0.321
C -1.212 2.799 -0.052 0.0 -0.1 0.0 0.095
C -1.657 -2.708 1.242 0.0 0.3 0.0 -0.535
C -0.165 -0.603 -5.589 0.0 0.0 -0.1 -1.176
C 4.222 1.239 3.097 0.0 0.0 0.0 -0.155
C 5.215 -1.366 3.019 0.0 -0.1 0.0 -0.214
C 3.512 0.251 2.416 0.0 -0.2 0.0 -0.066
C -3.491 2.329 -1.555 0.0 0.0 0.0 -0.266
C -2.650 1.307 -1.207 0.0 0.0 0.0 0.052
C 5.904 -0.375 3.691 0.0 0.0 0.0 -0.152
C 2.833 -1.140 -4.802 0.0 0.0 -0.1 -1.174
H -0.085 -0.733 -6.674 0.0 0.0 0.0 0.287
H 5.594 -2.381 2.985 0.0 0.0 0.0 0.232
H 0.013 0.450 -5.371 0.0 0.0 0.0 0.268
H -0.873 -0.566 2.853 0.1 0.0 0.0 0.397
H -0.908 -3.105 1.929 0.0 0.0 0.0 0.238
H -0.315 -3.693 -4.464 0.0 0.0 0.0 0.271
H 3.261 -1.348 -5.789 0.0 0.0 0.0 0.288
H -2.038 0.457 2.334 0.0 0.1 0.0 0.410
H 1.363 -4.004 -3.984 0.0 0.0 0.0 0.268
H 0.924 -3.952 -5.694 0.0 0.0 0.0 0.282
H 5.952 1.696 4.259 0.0 0.0 0.0 0.244
H -4.376 2.116 -2.135 0.0 0.0 0.0 0.248
H -2.919 -1.799 2.730 0.0 0.1 0.0 0.228
H 3.436 -1.670 -4.065 0.0 0.0 0.0 0.265
H 0.340 3.853 1.091 0.0 0.0 0.0 0.249
H -1.797 4.867 -0.063 0.0 0.0 0.0 0.245
H 3.825 2.245 3.121 0.0 0.0 0.0 0.246
H 1.617 -2.577 0.615 0.0 0.0 0.0 0.258
H 2.917 -0.066 -4.627 0.0 0.0 0.0 0.269
H 6.832 -0.615 4.192 0.0 0.0 0.0 0.244
H -2.365 -3.515 1.038 0.0 0.0 0.0 0.282
H -3.834 4.458 -1.414 0.0 0.0 0.0 0.246
H 3.653 -2.961 1.646 -0.1 0.0 0.0 0.438
H -2.845 0.286 -1.498 0.0 0.0 0.0 0.235
H -3.150 -1.174 1.098 0.0 0.0 0.0 0.228
H -1.184 -0.862 -5.302 0.0 0.0 0.0 0.269
```
Forces are in eV/Å.

=====

No. 3
The following is a quantum chemistry calculation of C26H30IrN9OSb as an isolated structure, from the Open Molecules 2025 dataset.

Values from the calculation:
- LUMO (spin up / spin down) (eV) = -9.7 / -13.0
- expectation value of S² = 8.79
- charge = +4
- spin multiplicity = 6

```
68
Properties=species:S:1:pos:R:3:forces:R:3:nbo_charge:R:1
Ir -0.111 0.352 1.280 0.0 0.1 0.3 1.672
Sb 1.140 -2.573 2.558 0.0 0.0 0.0 1.219
O -1.405 1.868 1.009 0.0 0.0 0.1 -0.728
N 1.308 -4.726 -9.658 0.0 0.0 0.0 -0.542
N 0.364 -2.668 -9.864 0.0 0.0 0.0 -0.357
N 1.896 -0.037 0.839 0.0 0.0 0.0 -0.599
N -1.118 -1.483 0.683 0.0 0.0 0.0 -0.581
N -2.145 5.286 0.732 0.0 0.0 0.0 -0.340
N -0.350 3.921 0.996 0.0 0.0 0.0 -0.533
N -0.088 0.121 3.507 0.0 0.0 0.0 -0.564
N -0.020 6.252 0.932 0.0 0.0 0.0 -0.718
N 0.485 -2.399 -7.034 0.0 -0.1 -0.2 -0.377
C -2.783 -2.824 -0.350 0.0 0.0 0.0 -0.217
C -0.832 5.221 0.882 0.0 0.0 0.0 0.648
C -1.396 3.165 0.919 0.0 0.0 -0.1 0.641
C -0.582 -2.595 1.250 0.0 0.0 0.0 -0.122
C -1.130 -3.839 1.033 0.0 0.0 0.0 -0.242
C -2.675 3.936 0.739 0.0 0.0 0.0 -0.302
C 0.924 -3.492 -7.628 0.0 0.0 0.0 0.105
C 2.357 -1.196 1.386 0.0 0.0 0.0 -0.102
C -2.187 -1.582 -0.137 0.0 0.0 0.0 0.280
C -0.489 1.028 4.421 0.0 0.0 0.0 0.267
C 2.704 0.768 0.107 0.0 0.0 0.0 0.286
C -0.917 2.390 3.984 0.0 0.0 0.0 -0.668
C 2.142 2.002 -0.516 0.0 0.0 0.0 -0.674
C -0.504 0.698 5.774 0.0 0.0 0.0 -0.209
C -0.091 -0.546 6.196 0.0 0.0 0.0 -0.078
C 0.348 -1.095 3.909 0.0 0.0 0.0 -0.126
C 4.528 -0.746 0.483 0.0 0.0 0.0 -0.057
C -2.937 6.510 0.596 0.0 0.0 0.0 -0.437
C 0.870 -3.639 -9.061 0.0 0.0 0.0 0.364
C -0.004 -1.456 -7.836 0.0 0.0 0.0 0.123
C 3.671 -1.568 1.217 0.0 0.0 0.0 -0.254
C -2.724 -0.386 -0.856 0.0 0.0 0.0 -0.675
C -2.267 -3.957 0.234 0.0 0.0 0.0 -0.077
C 4.035 0.416 -0.073 0.0 0.0 0.0 -0.220
C 0.363 -1.452 5.241 0.0 0.0 0.0 -0.238
C -0.061 -1.601 -9.261 0.0 0.0 0.0 0.088
H -1.919 2.352 3.552 0.0 0.0 0.0 0.236
H -0.839 1.440 6.486 0.0 0.0 0.0 0.261
H 4.676 1.072 -0.647 0.0 0.0 0.0 0.263
H -0.103 -0.808 7.246 0.0 0.0 0.0 0.270
H 0.726 -2.426 5.541 0.0 0.0 0.0 0.257
H -0.351 7.203 0.862 0.0 0.0 0.0 0.443
H -2.631 7.065 -0.290 0.0 0.0 0.0 0.239
H -3.179 3.683 -0.197 0.0 0.0 0.0 0.264
H -3.983 6.237 0.487 0.0 0.0 0.0 0.255
H -0.947 3.061 4.839 0.0 0.0 0.0 0.266
H 1.248 -4.784 -10.672 0.0 0.0 0.0 0.459
H -3.369 3.768 1.566 0.0 0.0 0.0 0.265
H -0.219 2.801 3.254 0.0 0.0 0.0 0.230
H 4.040 -2.487 1.654 0.0 0.0 0.0 0.262
H 2.913 2.767 -0.590 0.0 0.0 0.0 0.268
H -2.345 -0.382 -1.881 0.0 0.0 0.0 0.255
H -0.471 -0.805 -9.872 0.0 0.0 0.0 0.248
H 1.313 2.419 0.055 0.0 0.0 0.0 0.230
H 0.968 6.102 1.064 0.0 0.0 0.0 0.445
H 5.567 -1.019 0.353 0.0 0.0 0.0 0.268
H -2.729 -4.922 0.074 0.0 0.0 0.0 0.266
H 1.802 1.783 -1.531 0.0 0.0 0.0 0.256
H -2.834 7.130 1.487 0.0 0.0 0.0 0.240
H -3.657 -2.875 -0.985 0.0 0.0 0.0 0.259
H -0.689 -4.717 1.488 0.0 0.0 0.0 0.257
H 1.704 -5.509 -9.154 0.0 0.0 0.0 0.439
H -0.368 -0.547 -7.374 0.0 0.0 0.0 0.225
H -2.456 0.550 -0.381 0.0 0.0 0.0 0.229
H 1.332 -4.286 -7.011 0.0 0.0 0.0 0.226
H -3.809 -0.446 -0.913 0.0 0.0 0.0 0.267
```
Forces are in eV/Å.

=====

Calculated values (eV) of energy above the lowest of the compared OMol25 structures with the same formula, charge and spin for the records, taken in order: 4.5779 0.0000 0.2172.